Entry 1:
Formula: C39H66F5N5O2PS
Source: the Open Molecules 2025 dataset
Level of theory: ωB97M-V/def2-TZVPD

```
119
Properties=species:S:1:pos:R:3:lowdin_charge:R:1
C -2.530 0.779 -1.370 -0.146
C -3.227 -0.547 -0.667 -0.246
C -3.268 -1.856 -1.706 -0.201
C -1.756 -2.463 -1.885 -0.243
C -1.219 -3.368 -0.627 -0.196
C 0.252 -3.997 -1.104 -0.228
C 0.420 -5.576 -0.692 -0.216
C 1.963 -6.080 -0.988 -0.207
C 2.457 -5.801 -2.552 -0.192
C 3.883 -4.979 -2.572 -0.122
C 3.720 -3.341 -2.673 0.051
C 4.165 -2.255 -1.486 0.049
C 4.807 -2.509 0.001 -0.233
F 6.281 -2.658 -0.125 -0.007
F 4.158 -3.623 0.732 -0.012
C 4.578 -1.142 0.936 -0.048
C 5.436 0.263 0.709 -0.016
C 5.224 1.648 1.562 -0.044
C 4.094 1.684 2.750 0.035
C 3.221 0.300 3.070 -0.013
C 2.105 0.432 4.286 -0.220
F 1.071 -0.614 4.028 -0.001
F 1.451 1.784 4.131 -0.009
F 2.707 0.292 5.633 0.029
C 3.460 -1.087 2.179 0.087
N 3.845 -0.882 -2.035 0.101
C 3.279 -1.026 -3.431 -0.256
P 2.847 0.603 -4.330 0.393
S 1.372 1.505 -3.374 0.178
N 3.166 -2.481 -3.828 -0.117
N 2.642 -2.949 -5.044 0.095
H -1.608 0.532 -2.050 0.038
H -2.198 1.483 -0.470 0.079
H -3.347 1.400 -1.978 0.089
H -4.346 -0.262 -0.457 0.093
H -2.703 -0.830 0.345 0.099
H -3.966 -2.707 -1.291 0.110
H -3.648 -1.477 -2.772 0.123
H -0.941 -1.628 -2.102 0.105
H -1.786 -3.164 -2.842 0.112
H -1.900 -4.303 -0.409 0.118
H -0.988 -2.743 0.343 0.114
H 1.157 -3.367 -0.657 0.111
H 0.307 -3.863 -2.276 0.080
H -0.301 -6.262 -1.322 0.124
H 0.213 -5.782 0.461 0.129
H 1.968 -7.250 -0.753 0.123
H 2.722 -5.612 -0.203 0.103
H 2.675 -6.885 -2.999 0.128
H 1.624 -5.335 -3.230 0.092
H 4.543 -5.389 -3.468 0.136
H 4.436 -5.247 -1.564 0.128
H 6.233 0.255 -0.163 0.104
H 5.891 2.583 1.273 0.115
H 3.922 2.689 3.346 0.119
H 2.851 -2.064 2.407 0.109
H 3.956 0.081 -1.649 0.134
H 4.003 1.493 -4.165 0.014
H 2.624 0.480 -5.747 -0.007
H 2.183 -2.088 -5.461 0.112
H 1.830 -3.589 -4.792 0.127
C 3.987 7.779 -0.050 -0.039
C 4.134 7.016 -1.400 -0.468
C 3.002 7.445 -2.378 -0.135
C 1.633 6.876 -2.008 -0.183
C 1.697 5.361 -1.841 -0.137
C 2.803 4.910 -0.849 -0.467
N 4.136 5.534 -1.146 -0.025
O 4.651 4.906 -2.297 -0.045
C 2.361 5.259 0.600 -0.040
C 2.865 3.349 -0.843 -0.081
C 5.495 7.531 -1.968 -0.049
H 4.652 8.649 0.009 0.083
H 2.976 8.163 0.110 0.074
H 4.261 7.151 0.805 0.081
H 3.245 7.118 -3.399 0.124
H 2.933 8.540 -2.420 0.128
H 1.261 7.341 -1.089 0.103
H 0.906 7.127 -2.788 0.118
H 0.717 4.997 -1.504 0.126
H 1.865 4.907 -2.825 0.114
H 3.155 5.017 1.318 0.083
H 1.480 4.672 0.892 0.091
H 2.079 6.300 0.736 0.060
H 3.054 2.927 -1.836 -0.004
H 1.913 2.920 -0.506 0.081
H 3.646 2.988 -0.162 0.050
H 6.324 7.262 -1.301 0.089
H 5.489 8.624 -2.063 0.087
H 5.719 7.142 -2.967 0.074
C -7.896 -3.582 3.494 -0.039
C -6.855 -3.144 2.422 -0.467
C -5.416 -3.482 2.909 -0.138
C -4.919 -2.557 4.019 -0.187
C -5.052 -1.093 3.612 -0.137
C -6.486 -0.725 3.146 -0.476
N -7.025 -1.681 2.121 -0.021
O -6.361 -1.417 0.906 -0.045
C -7.428 -0.682 4.383 -0.046
C -6.486 0.753 2.640 -0.043
C -7.185 -4.053 1.195 -0.049
H -8.349 -4.553 3.261 0.081
H -7.457 -3.688 4.490 0.073
H -8.737 -2.882 3.557 0.083
H -4.711 -3.420 2.068 0.116
H -5.372 -4.520 3.264 0.124
H -5.470 -2.742 4.947 0.102
H -3.870 -2.781 4.243 0.113
H -4.755 -0.459 4.457 0.124
H -4.330 -0.885 2.812 0.112
H -8.465 -0.495 4.076 0.093
H -7.146 0.135 5.061 0.089
H -7.405 -1.586 4.985 0.057
H -5.770 0.924 1.827 0.068
H -6.204 1.443 3.445 0.085
H -7.481 1.049 2.287 0.089
H -8.200 -3.858 0.826 0.091
H -7.133 -5.114 1.471 0.085
H -6.486 -3.923 0.362 0.066
```

Computed properties:
E (eV): -86740.312
LUMO (spin up / spin down) (eV): -4.403 / -4.403
Expectation value of S²: 2.010
Spin multiplicity: 3
Total charge: +1

Entry 2:
Formula: C39H68As4F24N9O5
Source: the Open Molecules 2025 dataset
Level of theory: ωB97M-V/def2-TZVPD

```
149
Properties=species:S:1:pos:R:3:lowdin_charge:R:1
C 8.337 11.602 1.269 0.040
C 7.638 11.177 0.038 -0.450
O 6.555 11.383 -0.241 0.251
N 8.419 10.308 -0.938 0.091
H 8.521 10.829 -1.812 0.183
H 9.324 9.989 -0.558 0.120
C 7.587 9.087 -1.225 0.003
H 7.819 12.313 1.897 0.113
H 9.310 12.037 0.999 0.106
H 8.565 10.710 1.864 0.100
H 8.092 8.390 -1.876 0.077
H 6.732 9.437 -1.794 0.104
H 7.254 8.696 -0.279 0.108
C 6.050 0.811 -2.612 0.042
C 5.418 1.840 -3.499 -0.459
O 5.576 1.874 -4.646 0.180
N 4.607 2.860 -2.829 0.077
H 4.708 2.782 -1.815 0.176
H 5.051 3.771 -3.119 0.126
C 3.158 2.844 -3.241 0.053
H 5.817 -0.200 -2.954 0.111
H 5.658 0.845 -1.592 0.093
H 7.131 0.923 -2.605 0.075
H 2.707 1.866 -3.346 0.114
H 3.170 3.420 -4.158 0.098
H 2.683 3.418 -2.452 0.109
C 10.033 2.134 -0.356 0.035
C 9.226 2.337 0.893 -0.436
O 8.805 1.481 1.532 0.231
N 8.765 3.732 1.243 0.098
H 9.006 4.363 0.455 0.118
H 7.741 3.722 1.344 0.198
C 9.495 4.164 2.494 0.040
H 10.820 1.422 -0.109 0.109
H 10.539 3.051 -0.649 0.068
H 9.411 1.727 -1.144 0.082
H 9.430 3.365 3.217 0.112
H 9.166 5.142 2.823 0.103
H 10.507 4.317 2.126 0.091
C 13.111 5.519 -2.088 0.011
C 13.692 5.080 -0.792 -0.464
O 13.600 4.016 -0.395 0.214
N 14.572 6.070 -0.085 0.088
H 15.270 6.383 -0.774 0.192
H 13.979 6.876 0.215 0.155
C 15.254 5.535 1.126 0.032
H 13.363 6.575 -2.261 0.090
H 12.029 5.593 -2.212 0.077
H 13.499 4.909 -2.897 0.067
H 16.132 6.146 1.287 0.114
H 15.545 4.490 1.064 0.110
H 14.515 5.569 1.921 0.117
C 11.654 1.132 -4.497 0.041
C 12.890 1.333 -3.684 -0.421
O 12.947 1.172 -2.543 0.217
N 14.186 1.549 -4.441 0.105
H 14.609 0.628 -4.654 0.210
H 13.878 1.974 -5.335 0.175
C 15.135 2.349 -3.633 0.018
H 10.830 1.095 -3.795 0.087
H 11.756 0.186 -5.036 0.117
H 11.443 1.965 -5.174 0.075
H 15.922 2.690 -4.298 0.116
H 15.469 1.732 -2.814 0.117
H 14.645 3.250 -3.291 0.069
C 9.513 8.110 -6.182 0.040
N 10.676 8.931 -5.774 -0.050
C 11.093 9.869 -6.628 0.013
C 12.109 10.688 -6.298 0.046
C 12.731 10.604 -5.060 -0.100
C 12.189 9.703 -4.146 0.050
C 11.157 8.909 -4.521 0.009
C 13.883 11.476 -4.737 -0.115
C 14.066 12.016 -3.479 0.050
C 15.043 12.945 -3.257 0.031
N 15.846 13.314 -4.250 -0.074
C 15.726 12.803 -5.453 0.018
C 14.766 11.875 -5.728 0.061
C 16.854 14.371 -4.053 0.067
H 8.570 8.493 -5.814 0.125
H 9.707 7.088 -5.856 0.083
H 9.543 8.027 -7.263 0.091
H 10.721 9.805 -7.638 0.157
H 12.423 11.437 -7.014 0.144
H 12.553 9.626 -3.130 0.131
H 10.582 8.246 -3.878 0.141
H 13.446 11.713 -2.644 0.135
H 15.180 13.468 -2.322 0.162
H 16.370 13.201 -6.224 0.169
H 14.645 11.481 -6.727 0.141
H 16.765 15.065 -4.883 0.122
H 17.833 13.938 -3.901 0.125
H 16.553 14.958 -3.187 0.114
C 12.126 6.957 -11.496 0.062
N 11.200 6.076 -10.737 -0.074
C 11.766 5.039 -10.118 -0.001
C 10.969 4.127 -9.459 0.046
C 9.592 4.300 -9.481 -0.121
C 9.054 5.443 -10.049 0.061
C 9.885 6.283 -10.755 0.021
C 8.737 3.261 -8.837 -0.116
C 8.989 2.862 -7.538 0.037
C 8.170 1.921 -6.990 0.016
N 7.201 1.340 -7.712 -0.054
C 7.013 1.652 -8.988 0.020
C 7.771 2.606 -9.583 0.064
C 6.444 0.195 -7.164 0.046
H 12.429 6.388 -12.365 0.124
H 12.908 7.290 -10.825 0.111
H 11.586 7.854 -11.787 0.105
H 12.839 4.935 -10.135 0.146
H 11.424 3.213 -9.105 0.143
H 8.000 5.699 -10.027 0.150
H 9.601 7.203 -11.247 0.155
H 9.720 3.303 -6.875 0.110
H 8.247 1.587 -5.965 0.137
H 6.424 0.956 -9.573 0.168
H 7.679 2.839 -10.635 0.151
H 6.912 -0.062 -6.220 0.095
H 6.478 -0.661 -7.825 0.119
H 5.442 0.537 -6.927 0.110
As 4.047 6.743 -3.839 0.675
F 2.727 6.224 -4.800 -0.223
F 4.772 7.390 -5.250 -0.240
F 5.415 7.200 -2.898 -0.257
F 3.339 6.001 -2.429 -0.258
F 4.815 5.170 -4.113 -0.294
F 3.264 8.189 -3.424 -0.209
As 13.034 5.570 -6.435 0.683
F 11.723 6.446 -7.162 -0.241
F 12.328 5.954 -4.899 -0.247
F 14.312 4.691 -5.655 -0.246
F 13.718 5.274 -7.969 -0.213
F 13.971 6.999 -6.298 -0.235
F 12.175 4.062 -6.478 -0.253
As 10.617 7.454 0.546 0.695
F 11.052 5.818 0.167 -0.232
F 8.970 6.991 0.597 -0.210
F 10.168 9.057 0.984 -0.221
F 12.302 7.883 0.277 -0.259
F 10.356 7.902 -1.114 -0.252
F 10.968 7.164 2.164 -0.183
As 8.670 4.439 -3.408 0.693
F 8.534 4.390 -5.126 -0.226
F 8.670 2.699 -3.360 -0.257
F 8.732 4.487 -1.679 -0.237
F 8.886 6.145 -3.507 -0.233
F 6.984 4.533 -3.326 -0.201
F 10.397 4.319 -3.470 -0.252
```

Computed properties:
E (eV): -373736.053
LUMO (eV): -11.724
Spin multiplicity: 1
Total charge: +5